Entry from the Open Molecules 2025 dataset: C4H15N3O as an isolated structure at a distorted geometry (ωB97M-V/def2-TZVPD).

```
23
Properties=species:S:1:pos:R:3
C 0.439 -0.903 1.951
N 0.961 0.407 1.562
C -0.126 1.889 0.635
C 0.418 2.099 -0.768
N -0.646 1.972 -1.796
C 0.828 -2.078 1.045
N -0.284 -2.666 0.270
H 0.870 -1.168 2.914
H -0.652 -0.857 2.033
H -0.097 0.709 0.863
H -1.197 2.111 0.638
H 0.402 2.556 1.294
H 1.176 1.316 -0.898
H 0.782 3.100 -0.996
H -0.373 2.319 -2.711
H -1.798 -0.424 -0.931
H 1.502 -1.601 0.327
H 1.440 -2.844 1.507
H -0.300 -2.134 -0.575
H 0.007 -3.579 -0.080
H -0.920 0.992 -1.956
H -1.519 -0.621 -1.703
O -0.913 -0.593 -2.624
```

The value obtained for the energy above the lowest of the compared OMol25 structures with the same formula, charge and spin is 13.017 eV. For the total energy, the calculation gives -400.43984 a.u. As for the HOMO energy: -8.29 eV. The multiplicity is 1. Its total charge is 0.